[1]
ORCA calculation (ωB97M-V/def2-TZVPD) on a cluster of 2 separate species, C2H12N4 in total in a non-equilibrium geometry.

Computed properties:
ΔE to the lowest compared entry with this formula, charge and spin = 1.533 eV
Calculated total energy = -302.3453 Eh
E_HOMO = -8.7 eV
HOMO-LUMO gap = 9.76 eV

Positions of all 18 atoms, in Å:
N (-4.2331, 4.4575, 1.3015)
C (-3.5404, 3.3415, 2.0578)
N (-3.1054, 2.3585, 1.1469)
H (-5.2512, 4.2633, 1.2270)
H (-4.0751, 5.1129, 2.0345)
H (-4.3086, 2.8128, 2.7373)
H (-2.7984, 3.5530, 2.8198)
H (-3.2994, 2.5916, 0.1704)
H (-3.4470, 1.4278, 1.3271)
N (4.9982, -3.6663, -1.5346)
C (3.6266, -3.7834, -1.9734)
N (2.8525, -2.7303, -1.3306)
H (5.0171, -3.4617, -0.4947)
H (5.4998, -3.0379, -2.1438)
H (3.4726, -4.8133, -1.5239)
H (3.5380, -3.7730, -3.0476)
H (1.8038, -2.9018, -1.3698)
H (3.2500, -1.7509, -1.4040)

Atomic forces in eV per Å
1.0 -1.2 1.4
-3.6 -1.8 0.5
1.0 -1.1 -1.7
1.1 0.1 0.3
-0.7 1.8 0.0
0.6 0.8 -0.7
0.6 1.4 -0.5
0.2 0.1 0.6
0.0 0.1 0.1
0.7 0.2 0.4
0.7 -0.8 2.3
-1.6 0.1 0.3
0.2 0.0 -2.1
0.4 0.4 0.7
-1.5 1.1 -0.9
0.2 -0.3 -0.5
2.1 1.1 -0.1
-1.2 -1.9 -0.2

[2]
ORCA calculation (ωB97M-V/def2-TZVPD) on a cluster of 3 separate species, C2H12NO2S2 in total in a non-equilibrium geometry.

Computed properties:
Total charge = +1
ΔE to the lowest compared entry with this formula, charge and spin = 1.333 eV
Calculated total energy = -1084.7308 Eh
E_HOMO = -12.2 eV
HOMO-LUMO gap = 9.03 eV

Positions of all 19 atoms, in Å:
N (-1.0551, -2.0652, -0.4884)
C (-1.3501, -0.4855, -0.4775)
C (-0.1663, 0.3859, -0.0570)
S (-0.5646, 2.0767, 0.4670)
S (1.2626, 2.9271, 0.8546)
H (-1.0516, -2.3343, 0.4537)
H (1.7678, -3.1519, -3.2232)
H (-1.8686, -2.5376, -0.9292)
H (-2.1161, -0.3122, 0.2553)
H (-1.8527, -0.3374, -1.4879)
H (0.1831, 0.0475, 0.9462)
H (0.6281, 0.2707, -0.8302)
H (1.6314, 2.3236, 1.9693)
H (-0.6159, -4.4318, 1.5854)
H (0.3573, -3.4514, 2.1987)
O (-0.3469, -3.5892, 1.4700)
H (1.4353, -1.7346, -3.5269)
H (-0.2037, -2.2836, -1.0482)
O (1.2248, -2.2950, -2.8303)

Atomic forces in eV per Å
-1.1 3.0 -2.6
-0.9 -0.6 -1.4
1.3 -1.5 0.0
-0.5 0.7 -0.3
-0.2 0.1 -1.0
0.9 -1.2 1.8
-2.2 2.9 1.9
0.7 0.4 0.2
-0.6 -0.5 0.4
1.2 0.4 1.2
0.1 -0.7 -1.0
-0.3 0.6 0.7
-0.1 -0.4 0.7
-1.5 -4.5 0.6
-1.7 -0.3 -1.8
3.4 4.4 1.7
0.3 2.3 -1.9
-0.4 0.0 0.6
1.7 -5.2 0.2

[3]
ORCA calculation (ωB97M-V/def2-TZVPD) on a cluster of 4 separate species, C2H12NO3 in total in a non-equilibrium geometry.

Computed properties:
Total charge = +2
Spin multiplicity = 2
ΔE to the lowest compared entry with this formula, charge and spin = 2.483 eV
Calculated total energy = -363.0142 Eh
E_HOMO (alpha / beta) = -16.0 / -16.0 eV
Expectation value of S² = 0.753
HOMO-LUMO gap (alpha / beta) = 5.36 / 1.10 eV

Positions of all 18 atoms, in Å:
C (-1.4556, -0.5102, 1.6469)
C (-1.3955, 0.4730, 2.5055)
N (-0.3110, -0.5222, 0.6939)
H (-2.2310, -1.1991, 1.3000)
H (-2.2951, 0.7144, 3.1607)
H (-0.7810, 1.4036, 2.2448)
H (-0.2101, -1.5972, 0.7526)
H (-0.5108, 0.1666, -0.2549)
H (0.6682, -0.1751, 1.0721)
H (-0.9002, 0.5633, -2.5354)
H (-1.7381, 1.5539, -1.7680)
O (-1.0204, 0.9667, -1.6801)
H (3.0855, 3.3561, -3.2318)
H (2.8080, 2.4136, -4.4119)
O (2.6860, 2.5465, -3.4521)
H (1.3096, -3.8170, 0.7631)
H (1.5085, -3.0946, 1.9157)
O (0.7829, -3.2424, 1.2789)

Atomic forces in eV per Å
2.5 -2.0 -5.3
-2.7 6.3 3.6
0.8 -0.6 1.7
-0.2 0.1 0.8
1.5 -0.7 -0.1
-0.3 -1.5 0.8
1.1 0.4 -2.0
-0.4 -1.5 0.0
-2.3 -0.4 -0.5
0.3 -0.4 -0.6
-1.5 1.3 -0.1
1.6 -1.5 1.7
0.9 1.6 0.2
0.0 0.3 0.8
-1.0 -2.0 -0.9
0.2 -1.5 -2.0
-0.7 0.4 0.6
0.2 1.6 1.4

[4]
ORCA calculation (ωB97M-V/def2-TZVPD) on a cluster of 4 separate species, C2H12NO4 in total.

Computed properties:
Total charge = -1
ΔE to the lowest compared entry with this formula, charge and spin = 0.000 eV
Calculated total energy = -439.1618 Eh
E_HOMO = -4.9 eV
HOMO-LUMO gap = 8.81 eV

Positions of all 19 atoms, in Å:
C (-0.4789, 0.9645, 1.2782)
N (0.1447, 0.6687, -0.0107)
C (-0.8471, 0.3114, -1.0267)
O (-1.7932, -0.6288, -0.6543)
H (-1.2129, 1.7534, 1.1477)
H (-0.9766, 0.0957, 1.7191)
H (0.2808, 1.2937, 1.9884)
H (0.7848, -0.1145, 0.1335)
H (-1.3768, 1.2369, -1.2989)
H (-0.2816, -0.0096, -1.9159)
H (0.9920, 2.9974, -1.8846)
H (0.9804, 2.1809, -0.5777)
O (1.3575, 3.0109, -0.9891)
H (-0.4639, -3.2730, -0.7220)
H (-1.2638, -1.4900, -0.3463)
O (-0.4414, -2.6382, -0.0025)
H (0.9501, -2.2869, 0.4969)
H (1.7845, -2.1062, 1.8066)
O (1.8614, -1.9665, 0.8582)

Atomic forces in eV per Å
0.2 -0.3 0.1
0.0 -0.1 0.2
-0.1 0.0 -0.2
0.2 0.0 0.2
-0.1 0.2 0.0
-0.1 0.0 -0.1
0.1 0.1 -0.1
-0.1 0.0 -0.1
0.0 0.0 0.1
0.1 0.0 0.1
0.1 0.0 0.3
0.1 0.1 -0.2
-0.2 -0.1 -0.2
0.0 0.0 0.0
-0.1 0.0 -0.3
0.0 0.0 0.1
0.0 -0.1 -0.1
0.0 0.0 0.0
0.0 0.1 0.1

[5]
ORCA calculation (ωB97M-V/def2-TZVPD) on a structure of composition C2H12Na6O16S in a non-equilibrium geometry.

Computed properties:
Calculated total energy = -2659.4046 Eh
E_HOMO = -5.5 eV
HOMO-LUMO gap = 1.65 eV

Positions of all 37 atoms, in Å:
Na (-2.3989, -2.3720, 0.1936)
Na (-0.1411, -0.6180, -3.1508)
Na (0.1647, 3.0195, 1.9933)
Na (-2.8097, 0.7153, 2.1238)
Na (0.2253, 2.8848, -1.9490)
Na (-2.5791, 0.5405, -1.3657)
C (-1.4983, 1.4731, -4.5980)
O (-1.4662, 1.6292, -3.4125)
O (-2.2819, 2.0798, -5.3033)
O (-0.7591, 0.7274, -5.2149)
C (-5.1251, -1.2071, 0.8439)
O (-4.2332, -0.5904, 0.2471)
O (-4.7602, -1.9468, 1.7619)
O (-6.2281, -1.2221, 0.3335)
S (0.0679, 0.1440, 0.1894)
O (0.2602, 0.6987, -1.1619)
O (-1.3324, 0.1163, 0.5321)
O (0.6803, -1.1906, 0.0963)
O (0.8151, 0.8716, 1.1707)
O (2.1802, -2.0319, 1.9694)
H (2.5603, -1.2497, 2.3692)
H (1.7035, -1.7041, 1.2068)
O (3.3362, 1.0021, 1.8277)
H (3.5714, 1.4021, 2.6649)
H (2.3790, 1.0010, 1.8227)
O (-0.1785, -3.4976, -0.3864)
H (0.2311, -2.6822, -0.0972)
H (0.1074, -3.6012, -1.2940)
O (2.2962, 3.0221, -0.1350)
H (3.0377, 3.6078, 0.0182)
H (2.6426, 2.1465, 0.0365)
O (2.9873, -1.6074, -1.1367)
H (2.7969, -1.7790, -2.0589)
H (2.1327, -1.4279, -0.7446)
O (0.2165, 0.5904, 3.7529)
H (0.2731, 0.4744, 2.8045)
H (1.1262, 0.5815, 4.0505)

Atomic forces in eV per Å
-1.1 0.0 0.7
-0.2 1.1 -1.2
0.6 -0.4 0.0
-1.3 -1.4 -0.4
-0.3 -0.7 -1.1
-1.1 0.2 -0.6
-2.3 1.2 -7.2
1.2 0.5 11.8
-3.6 3.1 -1.3
5.5 -5.6 -0.6
-2.9 -2.7 -0.5
7.5 5.4 -3.5
1.8 -2.2 4.1
-3.5 0.4 -0.5
2.2 -2.2 -3.8
-0.6 1.1 0.1
-1.8 0.0 0.7
-1.4 0.3 0.2
0.5 2.8 2.3
0.3 -0.4 1.0
0.4 0.1 0.0
0.0 0.0 0.0
0.5 0.3 0.2
0.5 0.1 0.2
-0.4 -0.3 -0.3
-1.2 -0.7 -0.3
0.4 0.3 0.3
0.1 -0.4 -0.2
-1.0 0.6 -0.1
0.3 0.2 -0.1
0.3 -0.7 0.2
0.5 0.0 -0.4
0.2 -0.1 -0.3
-0.2 0.1 0.2
-0.7 0.9 0.4
0.4 -0.5 -0.5
0.2 -0.3 0.3

[6]
ORCA calculation (ωB97M-V/def2-TZVPD) on a structure of composition C2H12O11V in a non-equilibrium geometry.

Computed properties:
Spin multiplicity = 4
Calculated total energy = -1855.1395 Eh
E_HOMO (alpha / beta) = -7.2 / -8.2 eV
Expectation value of S² = 3.752
HOMO-LUMO gap (alpha / beta) = 6.61 / 7.60 eV

Positions of all 26 atoms, in Å:
V (5.0970, 15.9800, 15.3880)
C (1.6980, 16.1350, 15.7450)
O (1.4970, 16.8040, 16.7700)
O (0.8050, 15.1960, 15.2540)
O (2.8200, 16.2570, 15.2060)
H (-0.0670, 15.1110, 15.6530)
C (6.6980, 13.3040, 16.4340)
O (7.1060, 12.4980, 15.5480)
O (6.6020, 12.8440, 17.6440)
O (6.4190, 14.4470, 16.2130)
H (6.6950, 11.8820, 17.7690)
O (7.2100, 16.8150, 15.3170)
H (7.7440, 17.3990, 15.8350)
H (7.6170, 15.9230, 15.3980)
O (4.2580, 14.1670, 14.5450)
H (4.8850, 13.6480, 14.0370)
H (3.7570, 14.6990, 13.8950)
O (5.4540, 16.4730, 13.2760)
H (4.9650, 16.1730, 12.4910)
H (5.6050, 17.3600, 12.9570)
O (4.7500, 18.0610, 15.9340)
H (4.3270, 18.4080, 16.7030)
H (5.4440, 18.6260, 15.5980)
O (4.1800, 15.7680, 17.4770)
H (3.4060, 16.2950, 17.4770)
H (3.8930, 14.9190, 17.8750)

Atomic forces in eV per Å
-2.7 -0.6 1.2
0.5 0.8 2.0
-1.7 -0.5 0.6
1.2 0.2 -0.9
0.8 -1.3 -2.9
0.4 0.8 0.6
2.4 -5.7 -4.0
-0.4 0.3 0.5
-0.9 -0.4 4.1
-1.0 5.5 0.1
0.2 0.7 -1.0
0.6 -0.6 -0.7
0.5 0.4 0.6
-0.3 0.3 0.1
-0.1 0.4 -0.8
0.5 -0.5 0.1
-0.5 -0.6 0.6
-0.4 -0.1 -1.3
-0.1 -0.7 0.6
0.6 0.8 0.6
0.8 -0.5 -1.2
-0.4 0.5 0.7
0.0 0.6 0.4
1.6 -1.6 0.5
-2.0 1.1 -0.2
0.5 0.6 -0.5

[7]
ORCA calculation (ωB97M-V/def2-TZVPD) on a cluster of 4 separate species, C2H12O3S2 in total.

Computed properties:
ΔE to the lowest compared entry with this formula, charge and spin = 0.807 eV
Calculated total energy = -1105.4719 Eh
E_HOMO = -9.3 eV
HOMO-LUMO gap = 9.67 eV

Positions of all 19 atoms, in Å:
C (0.4018, 1.4567, -0.8514)
S (1.1467, -0.1740, -1.2680)
S (0.3488, -1.5570, -0.0681)
C (1.4536, -1.9510, 1.3290)
H (-0.5427, 1.5818, -1.3857)
H (0.3496, 1.5564, 0.2360)
H (1.1632, 2.1794, -1.1701)
H (0.8639, -1.9148, 2.2338)
H (1.7768, -2.9730, 1.1707)
H (2.2403, -1.2249, 1.5116)
O (1.9343, 1.5387, 3.1623)
H (2.6223, 1.3899, 2.5029)
H (1.1321, 1.4247, 2.6327)
O (-3.4929, 1.6256, 0.3710)
H (-3.3117, 2.1664, -0.4042)
H (-3.5638, 0.7404, -0.0058)
O (-2.7179, 0.0545, -1.7556)
H (-2.9532, -0.7236, -2.2717)
H (-1.7663, 0.0174, -1.6186)

Atomic forces in eV per Å
0.8 -0.4 0.3
0.5 0.6 -0.4
-0.7 -0.4 0.4
-0.3 0.3 0.1
0.2 0.3 0.4
-0.5 0.0 -0.3
-0.4 -0.1 -0.2
-0.4 -0.1 0.2
0.5 0.1 0.1
0.3 -0.1 -0.5
-0.2 -0.2 -0.6
0.2 0.1 0.2
0.0 0.1 0.4
0.0 0.1 0.2
-0.1 0.0 0.0
0.1 0.1 0.0
-0.2 0.0 -0.2
0.2 0.0 0.0
0.0 -0.3 0.0